[1]
Molecular formula: C11H20NO7S
Method: DFT, ωB97M-V/def2-TZVPD

Geometry as ORCA input:
```
! wB97M-V def2-TZVPD RIJCOSX def2/J DEFGRID3
* xyz -1 1
C 4.4018 1.3738 0.4784
C 4.3042 -0.1357 1.1397
O 5.2525 -0.5480 2.0219
N 3.1920 -1.1060 0.8031
C 3.2897 -1.6381 -0.6132
C 1.7405 -1.5907 -1.2410
C 0.7918 -2.6019 -0.3626
C -0.8170 -2.4715 -0.6565
C -1.5871 -1.3796 0.3493
C -3.1840 -1.5081 0.0024
C -4.1201 -0.3255 0.7163
S -3.2994 1.3145 0.1780
O -3.3148 1.2548 -1.3994
O -4.0667 2.5620 0.6767
O -1.6811 1.2067 0.8050
C -0.9464 0.1154 0.1449
H 3.6046 2.0537 1.0166
H 4.0679 1.2786 -0.6449
H 5.4795 1.8466 0.5574
H 2.2758 -0.5809 0.8711
H 3.6199 -2.7603 -0.6943
H 4.0097 -0.9382 -1.2584
H 1.7357 -1.9008 -2.3937
H 1.4267 -0.4638 -1.2124
H 1.1001 -3.7083 -0.6884
H 0.9909 -2.5639 0.8052
H -1.3007 -3.5240 -0.3670
H -1.0943 -2.2537 -1.7763
H -1.4303 -1.6911 1.4800
H -3.3203 -1.3954 -1.1770
H -3.5440 -2.5857 0.3589
H -5.2495 -0.3902 0.3972
H -3.9889 -0.4710 1.8934
H 0.1300 0.0867 0.6605
H -0.7212 0.3749 -0.9983
C -1.2371 5.1628 -0.1531
O -2.1738 5.7294 -0.7660
O -1.7100 4.3493 0.7805
O 0.0051 5.2431 -0.2805
H -2.6319 4.5802 0.5466
*
```

Properties
LUMO level (Ha): 0.0812
HOMO-LUMO gap (eV): 5.95
HOMO level (eV): -3.74



[2]
Molecular formula: C11H20NOSi
Method: DFT, ωB97M-V/def2-TZVPD

Geometry as ORCA input:
```
! wB97M-V def2-TZVPD RIJCOSX def2/J DEFGRID3
* xyz 1 1
C 1.8193 -3.4467 -1.2659
C 2.5080 -2.2395 -0.9540
C 0.4806 -3.3355 -1.5448
C 1.9150 -1.0634 -1.3859
C -0.1750 -2.1056 -1.6449
C -1.9186 1.8172 -2.4857
C -1.1004 2.4455 1.9831
C 1.8208 1.4588 2.2548
C -0.7425 -0.1396 3.5533
C -1.5334 0.3965 -2.0859
C -0.0465 0.2214 -1.8561
N 0.5343 -0.9917 -1.6729
O -0.5002 0.0415 0.7029
Si -0.0459 0.8185 1.9575
H 2.4415 -4.2900 -1.0701
H 3.5329 -2.1525 -0.6562
H -0.0319 -4.3527 -1.5610
H 2.2127 -0.0631 -1.4379
H -1.2405 -1.9894 -1.6497
H -3.0026 2.0169 -2.3525
H -1.5467 2.5121 -1.6408
H -1.7643 2.2834 -3.4742
H -0.5242 3.1847 2.6395
H -0.9564 2.8727 1.0088
H -2.1685 2.0487 2.1772
H 1.8165 1.5317 3.3344
H 2.3637 0.5988 1.7105
H 1.8202 2.3817 1.6931
H -1.3546 0.4425 4.1519
H -1.5359 -0.8594 3.2748
H 0.0547 -0.8478 3.9898
H -1.8421 -0.0289 -1.0826
H -1.7522 -0.3917 -2.8032
H 0.4621 1.2250 -1.8074
*
```

Properties
LUMO level (alpha / beta) (Ha): -0.2511 / -0.2514
HOMO-LUMO gap (alpha / beta) (eV): 4.29 / 4.26
HOMO level (alpha / beta) (eV): -11.13 / -11.10



[3]
Molecular formula: C11H21BCl6CsF4K2LiN2O9S
Method: DFT, ωB97M-V/def2-TZVPD

Geometry as ORCA input:
```
! wB97M-V def2-TZVPD RIJCOSX def2/J DEFGRID3
* xyz 0 1
N -0.1784 0.6210 2.4812
B -1.5576 0.3063 2.6635
O -2.4295 1.2261 3.2126
N -2.1403 -1.0161 2.2730
C -1.3378 -1.7796 1.2311
C -1.0986 -1.0281 -0.0770
C -1.2395 -1.9435 -1.2496
F -1.5829 -3.3757 -0.9025
C -0.9614 -1.5219 -2.5478
F -2.1177 -1.2119 -3.4698
F 0.3742 -1.3542 -3.0788
S -3.7109 -0.9131 1.9389
O -4.0611 0.0598 0.9712
O -4.4368 -0.8594 3.1931
F -4.0218 -2.3139 1.3618
H 0.4502 -0.1662 2.3634
H -0.0598 1.2364 1.6859
H -2.7149 1.8982 2.5869
H -0.3887 -2.0010 1.7013
H -1.8435 -2.7050 1.0113
H -0.0447 -0.7074 -0.0736
H -1.7706 -0.1760 -0.2115
C 3.6214 0.1581 -0.1025
C 3.4825 0.0596 1.4067
O 2.5248 -0.9377 1.7721
H 2.6575 0.3714 -0.5582
H 4.3277 0.9389 -0.3844
H 3.9496 -0.7784 -0.5155
H 3.1200 1.0005 1.8033
H 4.4511 -0.1677 1.8808
H 2.7877 -1.8005 1.4323
K -1.4277 0.6789 -3.3402
Cl 1.6403 -2.7593 -1.5502
O 3.5072 3.7972 1.5836
C 2.9726 4.4599 2.4583
C 4.2556 4.5191 3.9889
O 3.6685 5.1674 4.8278
H 2.0682 4.0680 2.9629
H 2.7989 5.5400 2.2946
H 5.1197 4.9403 3.4401
H 4.4008 3.4275 4.1086
K 5.4803 -1.9856 -0.6661
C 4.5370 3.1548 -3.0903
Cl 4.4212 3.6843 -1.4159
Cl 4.7634 1.3973 -3.2778
H 3.6154 3.4209 -3.5920
H 5.3773 3.6494 -3.5600
Li -3.8262 -2.4466 4.3739
Cs -1.4730 -4.0304 -3.3425
C -4.3745 -8.6615 -4.7738
O -5.2911 -9.4997 -4.7909
O -4.3551 -7.8672 -3.5492
O -3.4939 -8.3763 -5.5838
H -5.1144 -8.2730 -3.1152
C -4.6576 4.1826 -1.5251
Cl -3.0851 3.8945 -2.3010
Cl -5.3352 5.7096 -2.0651
Cl -5.7522 2.8469 -1.8401
H -4.4908 4.2421 -0.4588
*
```

Properties
LUMO level (Ha): -0.0873
HOMO-LUMO gap (eV): 1.69
HOMO level (eV): -4.07